This record from the Open Molecules 2025 dataset describes a structure of composition C24H22Br4KN7O2SSe. The level of theory is ωB97M-V/def2-TZVPD.

The geometry in XYZ format:
```
62
Properties=species:S:1:pos:R:3:forces:R:3
K -0.764 0.374 -0.375 -0.100 -0.309 -0.439
N 2.099 1.129 -0.475 0.016 -0.003 0.014
C 2.667 1.424 0.836 0.020 -0.021 0.010
C 1.617 1.952 1.802 0.001 0.008 -0.004
N 0.580 0.977 2.105 -0.006 -0.028 0.018
C -0.424 1.484 3.026 -0.025 0.012 0.002
C -1.516 2.276 2.302 0.048 0.046 -0.024
N -2.482 1.388 1.655 -0.006 0.014 0.024
H 2.832 1.057 -1.170 -0.005 -0.020 -0.006
H 1.470 1.893 -0.756 0.063 -0.016 0.032
H 3.468 2.178 0.798 -0.005 0.011 -0.003
H 3.115 0.511 1.254 -0.013 0.057 -0.016
H 1.146 2.824 1.341 0.000 0.004 0.007
H 2.131 2.292 2.720 0.000 -0.010 0.002
H 0.983 0.102 2.420 0.010 0.009 -0.014
H 0.030 2.122 3.806 0.008 0.002 -0.004
H -0.890 0.634 3.536 0.003 0.003 0.009
H -1.046 2.880 1.522 0.000 0.002 0.002
H -1.987 2.971 3.012 -0.020 -0.024 0.009
H -2.818 1.773 0.773 0.035 0.011 -0.064
H -3.279 1.205 2.249 -0.015 0.012 -0.014
S -1.516 -4.629 -2.858 0.013 -0.052 0.007
C -0.679 -3.801 -4.097 0.000 0.053 -0.014
C -0.216 -2.590 -3.671 0.014 -0.015 0.004
C -0.494 -2.240 -2.300 0.013 -0.029 0.035
C -1.198 -3.276 -1.745 0.025 0.052 -0.005
C -1.688 -3.387 -0.369 -0.027 -0.028 -0.007
C -2.176 -4.597 0.159 0.001 -0.004 0.013
C -2.613 -4.650 1.465 -0.001 0.002 -0.001
C -2.561 -3.504 2.249 -0.001 -0.003 0.000
C -2.066 -2.354 1.656 0.005 0.016 -0.002
N -1.650 -2.285 0.397 0.085 -0.023 0.009
H -0.588 -4.238 -5.082 -0.015 -0.017 0.005
H 0.322 -1.935 -4.351 -0.002 0.002 -0.001
H -2.195 -5.485 -0.459 0.005 0.008 -0.010
H -2.987 -5.583 1.873 -0.003 0.004 0.005
H -2.889 -3.498 3.280 -0.002 -0.005 0.000
H -2.007 -1.422 2.212 -0.007 0.003 0.001
Br -0.632 7.518 -3.053 0.004 0.008 -0.001
C -1.253 5.786 -2.573 -0.020 -0.024 -0.001
C -2.479 5.326 -2.999 0.009 0.017 0.003
Br -3.598 6.426 -4.078 0.003 -0.002 0.000
C -2.901 4.031 -2.637 0.006 -0.023 0.004
Br -4.605 3.367 -3.170 0.002 -0.001 0.001
C -2.132 3.142 -1.861 -0.015 0.108 0.032
O -2.506 1.975 -1.529 -0.059 0.098 0.191
C -0.821 3.646 -1.396 -0.022 0.016 0.032
O -0.098 2.891 -0.652 -0.022 0.120 -0.026
C -0.453 4.939 -1.775 0.026 0.011 -0.011
Br 1.246 5.520 -1.120 -0.008 -0.002 -0.003
Se 5.189 -2.528 3.186 0.006 -0.003 -0.008
N 5.457 -2.839 1.446 -0.009 -0.015 0.015
C 4.309 -2.601 0.859 0.008 0.051 -0.019
C 4.063 -2.719 -0.551 -0.012 0.009 0.037
C 2.824 -2.420 -0.979 0.021 0.002 -0.067
C 1.794 -1.996 -0.052 -0.011 0.162 0.119
N 1.952 -1.884 1.231 0.023 -0.072 -0.015
C 3.205 -2.176 1.712 -0.033 -0.098 0.030
N 3.479 -2.086 2.994 0.013 0.022 -0.027
H 4.863 -3.034 -1.208 -0.004 -0.002 -0.009
H 2.536 -2.482 -2.021 -0.011 0.005 -0.003
H 0.831 -1.770 -0.512 -0.009 -0.109 0.146
```
Positions in Å, forces in eV/Å.

Results
Calculated total energy   -412448.0943 eV
Energy above the lowest of the compared OMol25 structures with the same formula, charge and spin   107.9 kJ/mol
Net charge   -2
HOMO   -0.9 eV